*1*
30
Properties=species:S:1:pos:R:3 method="wB97M-V/def2-TZVPD" orbital_gap_ev=8.75 total_charge=0 molar_mass_g_mol=200.242 homo_energy_ha=-0.3088
O -4.0627 0.6788 0.1189
O 0.0873 2.2676 1.6117
N -4.8488 -1.4680 0.4754
N -2.7982 1.1456 -0.2499
N -0.6919 0.5238 -0.6551
N -1.9275 0.2617 -0.4755
C 1.2036 -0.5726 1.2848
C 2.7402 -0.3030 -0.6439
C -2.4925 -1.0405 -0.2715
C -0.4205 1.8961 -0.7866
C -0.7200 2.7266 0.5596
C 1.0870 -2.1170 -0.6917
C 1.6263 -0.9787 0.1102
C -3.9129 -0.6671 0.1632
H -1.1438 2.3834 -1.4388
H 3.5730 -0.1361 0.0564
H -5.7029 -0.9520 0.6673
H 0.8785 -1.9243 -1.8427
H 0.1354 -2.5580 -0.3795
H -1.7267 2.6292 0.8665
H 0.4249 1.3586 1.4100
H 2.4208 0.7308 -0.9468
H 1.7244 0.1718 1.9754
H -2.5176 -1.7307 -1.2297
H 3.0889 -0.7011 -1.6031
H -1.9255 -1.6746 0.4751
H -0.3563 3.7558 0.4947
H 0.2147 -1.0235 1.6516
H 0.6414 1.9390 -1.1759
H 1.8357 -2.8684 -0.8195

---

*2*
30
Properties=species:S:1:pos:R:3 method="wB97M-V/def2-TZVPD" orbital_gap_ev="8.09 / 8.09" total_charge=0 molar_mass_g_mol=200.242 homo_energy_ha="-0.2823 / -0.2824"
O 1.8592 0.0158 1.7711
O 0.3307 -2.0083 0.9672
N -0.6065 -0.2450 -2.1733
N 1.1100 0.1954 -0.4932
N -1.8757 -0.8876 0.1154
N -3.8091 -0.1074 1.1708
C -2.2794 1.4496 0.0925
C 2.5987 1.8747 0.4889
C -2.6648 0.0364 0.4440
C 1.7646 -1.1326 -0.7586
C 0.8337 -2.2929 -0.2928
C 1.3700 0.8892 0.7770
C -0.3152 0.2389 -0.9270
C -1.1036 1.5060 -0.6247
H 0.4713 1.3688 1.0355
H -3.8730 -1.0274 1.7334
H 2.6767 -0.9210 -0.1435
H 3.5827 1.2760 0.4775
H 0.0760 -2.5983 -0.9247
H -4.1317 0.6978 1.7604
H -0.6743 2.4770 -0.9048
H 1.4807 -3.1892 -0.2780
H 1.5606 -0.8711 1.5336
H 2.5744 2.6747 1.2804
H -0.5706 -1.5737 0.7361
H -0.2031 -1.1597 -2.4980
H 2.5969 2.4183 -0.3681
H -3.0442 2.1521 0.2605
H 1.7883 -1.2062 -1.8208
H -1.5232 -0.0503 -2.4369

---

Tell me which of them is the least stable. Sure, it is *1*.

---

*1*
20
Properties=species:S:1:pos:R:3 method="wB97M-V/def2-TZVPD" orbital_gap_ev=9.27 total_charge=0 molar_mass_g_mol=116.144 smiles="CC=C=PC.CC" homo_energy_ha=-0.3223
P -2.6459 -0.3648 -0.6085
C -1.2149 0.4434 -0.7283
C -0.4167 1.4884 -0.7471
C 2.4990 -0.4672 -0.3166
C -0.4252 2.7410 0.0677
C 1.1858 -1.3582 0.0482
C -2.2690 -1.8057 0.6621
H 3.4119 -0.8129 0.0033
H 0.5250 3.2740 0.1985
H 2.3579 0.4876 0.1951
H -2.0608 -2.7757 0.0898
H 0.9119 -2.2328 -0.4687
H -1.3525 -1.5136 1.2087
H 1.1096 -1.7362 1.1011
H -3.1269 -1.9437 1.3300
H -0.8719 2.5991 1.2045
H 0.3965 1.4079 -1.4344
H 2.6485 -0.2947 -1.4004
H -1.0972 3.4926 -0.3290
H 0.4348 -0.6287 -0.0761

---

*2*
20
Properties=species:S:1:pos:R:3 method="wB97M-V/def2-TZVPD" orbital_gap_ev=9.13 total_charge=0 molar_mass_g_mol=116.144 smiles="CP(C)C1=CC1.C" homo_energy_ha=-0.3040
P 0.8713 -0.5032 -0.2355
C 1.1860 -1.7615 1.0572
C 0.0997 0.9741 0.6365
C 3.1286 1.2750 -0.9828
C 2.5140 0.2522 -0.4453
C -3.4253 1.2296 -1.1309
C 3.8937 0.0004 -1.0820
H -3.3344 2.1854 -1.6895
H -2.8522 1.4227 -0.1926
H 0.3157 1.9891 0.1534
H 3.9279 -0.5952 -2.0655
H -3.0192 0.3511 -1.7176
H 0.9304 -1.4924 2.0107
H -4.4540 0.9290 -0.9831
H 2.2016 -2.0343 1.0653
H 2.9580 2.2949 -1.0412
H 0.3310 0.9398 1.7256
H -0.9524 0.9694 0.4081
H 0.6085 -2.5739 0.8493
H 4.6458 -0.2124 -0.4394

---

*3*
20
Properties=species:S:1:pos:R:3 method="wB97M-V/def2-TZVPD" orbital_gap_ev=10.06 total_charge=0 molar_mass_g_mol=116.144 smiles="C=C(C)C(C)(C)P" homo_energy_ha=-0.3366
P 1.7963 -0.5768 -0.9890
C 0.2509 1.5677 -0.2324
C -1.3655 -0.8215 -1.4452
C -1.0020 -0.7402 -0.0151
C 0.5341 0.1998 0.1752
C 1.0736 0.0002 1.5371
C -1.5825 -1.0416 1.0975
H 2.8357 0.2461 -0.3768
H -2.5057 -1.4251 1.3247
H -2.1544 -1.5401 -1.5291
H 1.4977 0.1646 -2.0926
H -0.9105 -1.0268 1.9654
H 1.1636 -1.0110 1.6424
H -0.1556 1.4720 -1.2233
H 1.9056 0.6720 1.7235
H -0.4946 1.9935 0.3585
H -1.6636 0.2562 -1.6117
H -0.5114 -1.0070 -2.1016
H 0.9740 2.2753 -0.4338
H 0.3143 0.3425 2.2265

---

Tell me which of them is the least stable. Sure, it is *2*.

---

*1*
10
Properties=species:S:1:pos:R:3 method="wB97M-V/def2-TZVPD" orbital_gap_ev=9.07 total_charge=0 molar_mass_g_mol=88.537 homo_energy_ha=-0.3434
Cl 1.4156 1.8137 -0.5759
C 0.1785 0.6432 -0.0598
C -0.5537 -0.0526 -1.0659
C 0.6314 -0.2273 1.0924
C -1.1119 -0.8456 -1.7743
H 0.1217 -1.1960 1.3079
H -1.7918 -1.2982 -2.5085
H 0.7815 0.3686 2.0078
H -1.2285 1.5599 0.6313
H 1.5572 -0.7657 0.9451

---

*2*
10
Properties=species:S:1:pos:R:3 method="wB97M-V/def2-TZVPD" orbital_gap_ev=10.95 total_charge=0 molar_mass_g_mol=88.537 homo_energy_ha=-0.3625
Cl -2.4258 0.1806 -0.0537
C 0.2983 0.9298 -0.2509
C -0.7230 0.0534 0.5354
C 0.0181 -1.1692 0.0435
C 0.9755 -0.3984 -0.4997
H -0.7586 0.3010 1.7461
H 0.1100 -2.2263 0.2443
H 0.0404 1.3081 -1.1510
H 0.6315 1.7265 0.4617
H 1.8334 -0.7055 -1.0756

---

Tell me which of them is the least stable. Sure, it is *1*.

---

*1*
15
Properties=species:S:1:pos:R:3 method="wB97M-V/def2-TZVPD" orbital_gap_ev=9.94 total_charge=0 molar_mass_g_mol=110.107 homo_energy_ha=-0.3411
F -0.6185 2.0010 -0.1446
F -0.0549 0.5539 1.5702
N -2.2162 -0.4694 0.1492
N 1.9397 -0.5648 0.2693
C -0.8718 -0.4874 -0.4538
C -0.0483 0.7489 0.1935
C 1.3742 0.6819 -0.1979
H 2.1512 -1.3674 -0.7061
H -0.5770 -1.4238 -0.2522
H -2.5744 0.5428 0.3118
H -2.1327 -1.1343 1.0530
H 1.5381 0.7030 -1.4197
H -1.2569 -0.3034 -1.5902
H 1.2582 -1.0049 1.1452
H 2.0892 1.5239 0.0725

---

*2*
15
Properties=species:S:1:pos:R:3 method="wB97M-V/def2-TZVPD" orbital_gap_ev="7.53 / 7.72" total_charge=0 molar_mass_g_mol=110.107 homo_energy_ha="-0.2539 / -0.2594"
F 3.4573 -0.5282 0.0623
F 2.2294 1.0282 -0.9496
N -1.3376 0.5565 -0.6055
N 1.1619 -0.8018 -0.1848
C 0.9337 -2.0362 0.2883
C 2.2070 -0.0305 -0.0482
C -1.8289 1.2025 0.6311
H -0.0031 -2.4369 0.2528
H -1.5349 2.2655 0.8337
H 1.7944 -2.6772 0.5999
H -2.0775 0.6008 -1.3304
H 0.2375 -0.2561 -0.4691
H -1.6832 0.5854 1.5451
H -0.5993 1.1343 -1.0766
H -2.9567 1.3937 0.4510

---

*3*
15
Properties=species:S:1:pos:R:3 method="wB97M-V/def2-TZVPD" orbital_gap_ev=9.64 total_charge=0 molar_mass_g_mol=110.107 homo_energy_ha=-0.3201
F 0.7645 1.4790 -0.6051
F -0.6917 1.6806 0.9677
N 1.0904 -0.3588 1.5552
N 0.8595 -1.4506 -0.8531
C 0.1196 -0.4655 0.5707
C -0.3095 0.8408 -0.0600
C -1.4327 0.7296 -1.0644
H 1.2391 -2.2573 -0.3607
H -0.7108 -1.1191 0.8061
H 1.6539 -0.8744 -1.1221
H -1.6423 1.7185 -1.4653
H 0.9492 -0.8552 2.4170
H 1.5540 0.5309 1.6390
H -2.3194 0.3452 -0.5700
H -1.1239 0.0562 -1.8550

---

Tell me which of them is the least stable. Sure, it is *2*.

---

*1*
9
Properties=species:S:1:pos:R:3 method="wB97M-V/def2-TZVPD" orbital_gap_ev=9.21 total_charge=0 molar_mass_g_mol=115.048 smiles="O=c1nn[nH]oc1=O" homo_energy_ha=-0.3890
O -1.0658 -2.1142 0.5140
O -1.2047 -0.2237 -0.7144
O 1.3554 -1.3015 1.5839
N 1.1193 0.9628 0.7799
N -0.4829 1.0024 -0.8862
N 0.5679 1.5625 -0.2923
C 0.8105 -0.4824 0.8062
C -0.4955 -1.0755 -0.0050
H -0.6042 1.6696 -1.7860

---

*2*
9
Properties=species:S:1:pos:R:3 method="wB97M-V/def2-TZVPD" orbital_gap_ev="7.48 / 7.48" total_charge=0 molar_mass_g_mol=115.048 homo_energy_ha="-0.3540 / -0.3539"
O -4.0291 -0.0239 -1.2930
O -2.7955 1.5671 -2.1333
O -0.6491 0.4870 -1.1829
N 0.1949 -1.4582 -0.4212
N -0.8886 -1.9479 -0.5506
N -2.9083 0.4793 -1.6098
C -1.7198 -0.1870 -1.2695
C 0.4370 -0.1933 -0.7533
H 1.1729 0.5585 -0.6765

---

*3*
9
Properties=species:S:1:pos:R:3 method="wB97M-V/def2-TZVPD" orbital_gap_ev=9.37 total_charge=0 molar_mass_g_mol=115.048 smiles="O=c1nnonc1O" homo_energy_ha=-0.3899
O 1.8756 -0.7712 0.0361
O -1.5496 -1.1537 -0.0555
O -1.2397 1.5350 0.0344
N 1.0464 1.3553 -0.0523
N 2.0170 0.6028 -0.0314
N 0.6503 -1.3952 -0.0007
C -0.2738 0.8451 -0.0118
C -0.3612 -0.5982 0.0035
H -2.1650 -0.4199 0.0778

---

Tell me which of them is the least stable. Sure, it is *2*.